# 1
{
  "formula": "C4H8N2O2",
  "method": "the ωB97M-V functional and the def2-TZVPD basis",
  "elements": ["O", "C", "C", "C", "N", "C", "N", "O", "H", "H", "H", "H", "H", "H", "H", "H"],
  "xyz": [[1.7247, 1.2015, 1.9203], [1.6038, 1.2424, 0.5130], [0.5187, 0.2288, 0.2432], [0.8851, -1.1093, -0.2231], [0.0809, -0.1272, -1.1143], [-1.3413, -0.4356, -1.1828], [-2.1843, -0.2107, -0.2506], [-3.5129, -0.1521, -0.7620], [2.0465, 0.2814, 2.2020], [1.2314, 2.2354, 0.2213], [2.5251, 0.9815, -0.0714], [-0.2748, 0.2611, 0.9605], [1.9538, -1.2869, -0.4081], [0.3778, -2.0014, 0.1421], [-1.6431, -0.6908, -2.2566], [-3.9916, -0.4182, 0.0667]],
  "homo_lumo_gap_ev": 10.2,
  "e_above_lowest_kcal_mol": 116.98,
  "homo_ev": -9.45,
  "smiles": "OC[C@@H]1CN1/C=N/O"
}

=====

# 2
{
  "formula": "C21H32INO4",
  "method": "the ωB97M-V functional and the def2-TZVPD basis",
  "elements": ["C", "C", "C", "C", "C", "C", "C", "C", "C", "C", "C", "C", "I", "C", "C", "C", "C", "O", "N", "C", "O", "H", "H", "H", "H", "H", "H", "H", "H", "H", "H", "H", "H", "H", "H", "H", "H", "H", "H", "H", "H", "H", "H", "C", "O", "C", "C", "O", "C", "H", "H", "H", "H", "H", "H", "H", "H", "H", "H"],
  "xyz": [[5.3679, -3.7544, 2.3006], [4.2248, -3.1550, 1.3298], [4.6536, -1.8040, 0.5680], [3.7699, -1.4612, -0.7260], [2.2395, -1.9421, -0.6495], [1.2039, -1.0014, -1.4652], [-0.0407, -0.7078, -0.5127], [-1.5105, -1.1818, -0.8088], [-2.6588, -0.8436, 0.2112], [-4.1980, -1.2831, -0.0608], [-4.6383, -2.1921, 1.2086], [-6.0386, -2.9270, 0.9135], [-6.5274, -4.0880, 2.7180], [-2.4097, -0.0729, 1.5529], [-0.9688, 0.3997, 1.8307], [0.1510, 0.0871, 0.7968], [1.4182, 0.7771, 1.4617], [2.6453, 0.6079, 1.3169], [0.9482, 1.7750, 2.4803], [-0.3116, 1.1917, 3.0428], [-0.7349, 1.2684, 4.2097], [5.7412, -4.7364, 1.8262], [4.8406, -4.0608, 3.2722], [6.2221, -3.0299, 2.5136], [3.8593, -3.9721, 0.6125], [3.3151, -2.8859, 1.9872], [5.7400, -1.9488, 0.1977], [4.6994, -0.9774, 1.3523], [4.2725, -1.9369, -1.6450], [3.7862, -0.3256, -0.9065], [1.9064, -2.0067, 0.4396], [2.1829, -3.0048, -1.0786], [1.6673, -0.0443, -1.8737], [0.8034, -1.6430, -2.3341], [-1.7647, -1.7495, -1.7650], [-4.7869, -0.3018, -0.1361], [-4.2423, -1.8591, -1.0481], [-4.7326, -1.4785, 2.1069], [-3.8015, -2.9363, 1.4271], [-5.8580, -3.6034, -0.0027], [-6.8379, -2.1321, 0.7238], [-3.2195, 0.1822, 2.3067], [0.6349, 2.6352, 1.9810], [-1.8137, 4.2495, -0.3948], [-0.4090, 4.0873, -0.5407], [-0.0694, 2.8654, -1.1948], [0.2991, 3.1002, -2.6555], [-0.8319, 3.5282, -3.4117], [-0.8238, 4.9291, -3.6507], [-2.0082, 5.2799, -0.0915], [-2.3438, 4.0571, -1.3308], [-2.1860, 3.5775, 0.3850], [-0.8825, 2.1365, -1.1071], [0.8038, 2.4585, -0.6742], [0.6333, 2.1526, -3.0901], [1.1213, 3.8188, -2.7423], [-0.0709, 5.1713, -4.4078], [-0.6248, 5.4964, -2.7383], [-1.8060, 5.2152, -4.0304]],
  "homo_lumo_gap_ev": 8.4,
  "homo_ev": -9.25,
  "smiles": "CCCCCCc1cc(CCCI)cc2c1C(=O)NC2=O.COCCOC"
}

=====

# 3
{
  "formula": "C20H28CeN6P2",
  "method": "the ωB97M-V functional and the def2-TZVPD basis",
  "elements": ["C", "C", "C", "C", "C", "C", "C", "C", "C", "C", "C", "C", "C", "H", "H", "H", "H", "H", "H", "H", "N", "Ce", "C", "H", "H", "C", "H", "H", "P", "P", "C", "H", "H", "H", "C", "H", "H", "H", "C", "H", "H", "H", "C", "H", "H", "H", "H", "H", "N", "N", "N", "C", "N", "N", "H", "H", "H"],
  "xyz": [[-1.6020, 2.9685, -2.9509], [-1.2267, 1.6596, -2.6158], [0.0891, 1.2286, -3.0130], [1.1615, 2.2332, -3.1170], [0.7351, 3.6197, -2.9009], [-0.6191, 3.9768, -3.0151], [2.4772, 1.7262, -3.0178], [2.7532, 0.3645, -2.7915], [1.6224, -0.5095, -2.7141], [1.7472, -1.8150, -2.0586], [3.0161, -2.3839, -2.0345], [4.1507, -1.5582, -2.0729], [3.9888, -0.1979, -2.2467], [-2.6696, 3.2269, -3.0488], [1.4219, 4.3882, -2.5050], [-0.9259, 5.0135, -3.2398], [3.1812, 2.4250, -2.5522], [3.1023, -3.4689, -1.9133], [5.1693, -2.0593, -2.0413], [4.8145, 0.4534, -1.8437], [0.3738, -0.0701, -2.8936], [0.6582, 0.7253, 2.0369], [-2.1638, 0.7420, -1.8011], [-2.1261, -0.2926, -2.1986], [-3.2014, 1.1247, -1.9081], [0.5345, -2.4690, -1.3659], [-0.3609, -2.3656, -1.9915], [0.7755, -3.5434, -1.2275], [-1.7608, 0.7536, 0.0138], [0.2229, -1.7821, 0.3169], [1.5340, -2.6582, 1.2665], [1.3909, -2.5538, 2.3518], [1.5161, -3.7364, 1.0116], [2.5226, -2.2540, 1.0058], [-1.1794, -2.8773, 0.7692], [-0.8133, -3.9185, 0.8834], [-1.6292, -2.5562, 1.7141], [-1.9463, -2.8570, -0.0158], [-2.3628, 2.4414, 0.4373], [-3.4056, 2.5689, 0.1030], [-2.3146, 2.6139, 1.5204], [-1.7336, 3.1814, -0.0586], [-3.2463, -0.1439, 0.6378], [-3.2000, -0.2373, 1.7227], [-4.1622, 0.4163, 0.3752], [-3.3174, -1.1480, 0.2120], [1.5358, 1.9063, 1.2528], [2.3361, -0.0520, 1.5795], [0.3781, -1.2885, 5.8803], [-0.6851, -0.6922, 5.1802], [-1.6896, 0.0735, 5.7474], [-1.9323, 0.9319, 4.7704], [-1.0448, 0.8701, 3.7235], [-0.2051, -0.1384, 4.0531], [0.9473, -1.8131, 5.2185], [0.0854, -1.8598, 6.6519], [-2.7176, 1.6668, 4.7175]],
  "homo_lumo_gap_ev": [4.1, 4.1],
  "charge": 2,
  "homo_ev": [-12.38, -12.38]
}

=====

# 4
{
  "formula": "C6H14O2",
  "method": "the ωB97M-V functional and the def2-TZVPD basis",
  "elements": ["C", "C", "C", "C", "C", "C", "H", "H", "H", "H", "H", "H", "H", "H", "H", "H", "O", "H", "H", "O", "H", "H"],
  "xyz": [[-2.4039, -1.1781, -1.2668], [-1.5099, -0.2355, -0.9710], [-1.8500, 1.2358, -0.8449], [-0.0911, -0.5726, -0.7399], [0.2934, -1.4042, 0.2445], [1.7719, -1.5339, 0.5506], [-3.4677, -0.9729, -1.3078], [-2.1065, -2.1755, -1.5634], [-1.7588, 1.6152, 0.1696], [-1.1776, 1.7914, -1.4974], [-2.8840, 1.3716, -1.1628], [0.6662, 0.0164, -1.2457], [-0.4571, -1.7052, 0.9651], [2.0252, -2.0253, 1.4834], [2.2464, -0.5569, 0.4672], [2.2328, -2.0928, -0.2707], [2.5294, 1.8049, 0.0073], [3.1473, 2.5123, -0.1834], [2.4560, 1.7356, 0.9636], [0.4850, 0.9351, 2.1558], [-0.2878, 0.8586, 2.7296], [0.1407, 0.5760, 1.3170]],
  "homo_lumo_gap_ev": 9.7,
  "e_above_lowest_kcal_mol": 41.43,
  "homo_ev": -8.89,
  "smiles": "C=C(C)/C=C/C.O.O"
}